No. 1
{
  "formula": "C43H45IrN11P",
  "method": "ωB97M-V/def2-TZVPD",
  "species": ["Ir", "C", "N", "C", "C", "N", "C", "P", "C", "N", "C", "C", "N", "C", "C", "N", "C", "C", "N", "C", "H", "H", "H", "H", "H", "H", "H", "H", "H", "H", "H", "H", "H", "H", "H", "N", "C", "C", "C", "C", "C", "C", "C", "C", "N", "C", "H", "H", "H", "H", "H", "H", "H", "H", "C", "C", "C", "C", "C", "C", "C", "N", "C", "N", "C", "C", "C", "C", "C", "C", "C", "N", "C", "C", "C", "C", "C", "C", "C", "H", "H", "H", "H", "H", "H", "H", "H", "H", "H", "H", "H", "H", "H", "H", "H", "H", "H", "H", "H", "H", "H"],
  "positions_angstrom": [[0.74650, 0.26590, 0.25074], [0.78763, 5.71100, -1.06722], [0.53883, 4.27697, -1.24498], [0.09493, 3.69152, -2.39400], [0.00569, 2.35826, -2.14387], [0.38685, 2.11679, -0.84720], [0.70999, 3.30896, -0.32796], [1.19649, 3.63357, 1.39300], [2.54753, 2.42381, 1.38747], [2.51932, 1.23426, 0.78670], [3.77785, 0.70205, 0.89517], [4.57299, 1.59476, 1.54593], [3.78828, 2.66842, 1.85359], [4.26650, 3.89599, 2.49837], [-0.22603, 2.68226, 2.01595], [-0.62898, 1.52086, 1.50612], [-1.95548, 1.39068, 1.80478], [-2.34668, 2.47201, 2.54093], [-1.25183, 3.27572, 2.66741], [-1.24566, 4.57479, 3.34732], [0.58007, 6.20833, -2.00963], [1.82741, 5.88228, -0.79991], [0.13229, 6.11714, -0.30041], [-0.11717, 4.25679, -3.28500], [-0.30210, 1.59189, -2.82340], [4.03493, -0.27481, 0.52600], [5.61435, 1.54966, 1.81506], [5.15073, 3.65414, 3.08064], [3.50289, 4.28777, 3.16428], [4.52237, 4.63991, 1.74693], [-2.54554, 0.55160, 1.48706], [-3.29526, 2.72111, 2.98566], [-1.90641, 4.51908, 4.20791], [-1.59554, 5.35406, 2.67323], [-0.24123, 4.80510, 3.68970], [1.17355, 0.14173, 3.12948], [2.22661, -0.79973, 3.20498], [3.07782, -0.88351, 4.27529], [4.07380, -1.87356, 4.34468], [4.15467, -2.81687, 3.36256], [3.29080, -2.75642, 2.24508], [3.30873, -3.76258, 1.25507], [2.44090, -3.68182, 0.20687], [1.64205, -2.54326, 0.08573], [1.61195, -1.54644, 0.96242], [2.36843, -1.69175, 2.11999], [1.28399, 0.87876, 3.81651], [0.28501, -0.31439, 3.30545], [2.94946, -0.19845, 5.10544], [4.72881, -1.91475, 5.20374], [4.86477, -3.63079, 3.42667], [3.99832, -4.59198, 1.35279], [2.39042, -4.44123, -0.55990], [1.02818, -2.42941, -0.78925], [-4.59077, 1.16915, -1.33623], [-4.65454, 0.05410, -2.34382], [-5.48740, 0.12931, -3.45572], [-5.54334, -0.89973, -4.38481], [-4.76799, -2.03816, -4.21857], [-3.93948, -2.14255, -3.11215], [-3.88796, -1.10250, -2.19366], [-3.01880, -1.20703, -1.04710], [-1.72222, -0.89057, -1.06832], [-1.19132, -0.49876, -2.24234], [0.18687, -0.62880, -2.55616], [1.19155, -0.25260, -1.65601], [2.51064, -0.22947, -2.09595], [2.83338, -0.65875, -3.37398], [1.83427, -1.07103, -4.23854], [0.49752, -1.04656, -3.85565], [-0.58537, -1.44929, -4.82009], [-0.94602, -0.96372, 0.00855], [-1.26246, -2.01776, 0.94971], [-1.43538, -1.73795, 2.30369], [-1.65094, -2.74164, 3.23328], [-1.70733, -4.06077, 2.81296], [-1.55632, -4.34533, 1.46761], [-1.33136, -3.35197, 0.51422], [-1.21317, -3.79344, -0.92255], [-5.17817, 2.02122, -1.67116], [-3.56256, 1.50747, -1.17684], [-4.99255, 0.85503, -0.36930], [-6.10404, 1.00850, -3.59325], [-6.20246, -0.81542, -5.23816], [-4.82175, -2.84714, -4.93396], [-3.34911, -3.03517, -2.94805], [-3.42296, -1.40025, -0.14100], [-1.83544, -0.49721, -3.02368], [3.30303, 0.12308, -1.45660], [3.86564, -0.65715, -3.69716], [2.08731, -1.39809, -5.23878], [-0.15351, -1.77899, -5.76163], [-1.26200, -0.62119, -5.05394], [-1.18993, -2.26820, -4.42362], [-1.42927, -0.71447, 2.64131], [-1.78941, -2.49139, 4.27686], [-1.87864, -4.85870, 3.52219], [-1.61040, -5.37462, 1.13354], [-0.65441, -4.72706, -0.98254], [-0.72300, -3.07014, -1.57425], [-2.20316, -3.99052, -1.33825]],
  "total_charge": 3,
  "s_squared": 0.76,
  "spin_multiplicity": 2,
  "total_energy_ev": -73820.10130
}

***

No. 2
{
  "formula": "C43H46FIN5O11S3SeSnTe",
  "method": "ωB97M-V/def2-TZVPD",
  "species": ["Sn", "C", "C", "N", "C", "C", "C", "O", "O", "C", "O", "C", "C", "C", "F", "C", "C", "C", "N", "C", "C", "N", "C", "C", "H", "H", "H", "H", "H", "H", "H", "H", "H", "H", "H", "H", "H", "H", "H", "H", "H", "H", "O", "S", "O", "O", "C", "C", "C", "C", "C", "C", "S", "O", "O", "O", "H", "H", "H", "H", "Te", "C", "C", "C", "C", "C", "C", "C", "C", "C", "C", "C", "C", "H", "H", "H", "H", "H", "H", "H", "H", "H", "H", "N", "C", "O", "C", "I", "H", "H", "H", "H", "C", "S", "C", "O", "H", "H", "H", "H", "H", "H", "Se", "C", "C", "C", "N", "C", "C", "H", "H", "H", "H"],
  "positions_angstrom": [[-2.22717, -0.51367, -3.10843], [-1.93373, 3.71792, 3.55252], [-1.82646, 4.63161, 2.33817], [-1.42662, 3.90634, 1.14060], [-2.40009, 3.43413, 0.30333], [-2.20751, 2.67673, -0.79630], [-3.44060, 2.30109, -1.62409], [-4.52379, 2.75168, -1.24445], [-3.21755, 1.58191, -2.64085], [-0.85162, 2.28287, -1.12872], [-0.49989, 1.46896, -1.96233], [0.19538, 2.98737, -0.34560], [1.51501, 2.89457, -0.76147], [2.51807, 3.41868, 0.00562], [3.78497, 3.39601, -0.51307], [2.28342, 3.94791, 1.28274], [0.95207, 4.12073, 1.64604], [-0.10008, 3.68941, 0.82618], [3.29983, 4.25837, 2.24665], [3.05062, 3.65808, 3.55428], [3.26674, 2.15431, 3.51140], [4.67359, 1.84178, 3.08918], [5.06208, 2.55808, 1.82104], [4.69858, 4.03160, 1.91471], [-2.22001, 4.28851, 4.43780], [-0.98562, 3.21528, 3.75178], [-2.68222, 2.94416, 3.37800], [-1.12095, 5.44556, 2.51160], [-2.79039, 5.09236, 2.12611], [-3.42063, 3.69013, 0.56431], [1.73412, 2.40138, -1.70169], [0.73440, 4.60848, 2.58434], [2.02797, 3.82833, 3.87461], [3.70372, 4.13582, 4.29104], [2.61437, 1.70117, 2.76339], [3.10298, 1.67041, 4.47070], [4.74771, 0.83163, 2.93867], [5.31658, 2.09356, 3.83985], [4.51973, 2.06709, 1.01653], [6.13069, 2.40502, 1.66876], [4.96007, 4.50966, 0.97725], [5.29261, 4.51033, 2.70077], [0.73685, -1.24823, -6.21280], [0.37214, -1.38358, -4.82237], [0.03092, -0.11118, -4.16431], [-0.64929, -2.39665, -4.56660], [1.91537, -1.90211, -4.00750], [2.96663, -2.11119, -4.90030], [4.24071, -2.42845, -4.46488], [4.49787, -2.53042, -3.10885], [3.46847, -2.33518, -2.20794], [2.17660, -2.03249, -2.63296], [1.03947, -1.93476, -1.23628], [1.41766, -0.73745, -0.47643], [1.32406, -3.16332, -0.50959], [-0.31656, -1.88260, -1.73736], [2.75340, -2.00349, -5.95365], [5.03234, -2.58626, -5.18718], [5.49141, -2.77475, -2.75238], [3.64212, -2.44219, -1.14434], [-0.24607, -1.22620, 1.79403], [1.71727, -1.89871, 2.34669], [2.81517, -1.14316, 1.93086], [4.11844, -1.55826, 2.18614], [4.35587, -2.73938, 2.87733], [3.27314, -3.51133, 3.27016], [1.97354, -3.10512, 2.98945], [-0.99085, -1.74246, 3.74870], [-1.19333, -3.07219, 4.11219], [-1.66578, -3.41280, 5.37400], [-1.98531, -2.42100, 6.28789], [-1.86769, -1.08887, 5.91273], [-1.38758, -0.76114, 4.65310], [2.64020, -0.27444, 1.30715], [4.95544, -0.97562, 1.80115], [5.36819, -3.07272, 3.07033], [3.43743, -4.46000, 3.76638], [1.15880, -3.75738, 3.26612], [-0.99584, -3.86063, 3.39461], [-1.80017, -4.45572, 5.63535], [-2.35820, -2.68230, 7.27067], [-2.18718, -0.30837, 6.59347], [-1.38920, 0.26930, 4.32466], [-3.04332, -4.18429, -4.14535], [-2.68116, -4.01780, -2.85956], [-3.17534, -3.17361, -2.12068], [-1.70878, -4.99990, -2.23450], [-0.20295, -5.81671, -3.50795], [-3.51945, -3.38270, -4.56271], [-2.38217, -4.64680, -4.74932], [-2.27257, -5.85745, -1.87307], [-1.18436, -4.51025, -1.42060], [-4.01175, -2.67529, 1.48831], [-3.56522, -1.03370, 0.91430], [-5.22721, -0.55023, 0.45472], [-3.21979, -0.24790, 2.15097], [-4.69127, -2.54757, 2.33184], [-3.09502, -3.16766, 1.80710], [-4.46395, -3.22897, 0.66918], [-5.87252, -0.66462, 1.32724], [-5.55611, -1.17427, -0.37671], [-5.20448, 0.48713, 0.12666], [-4.57843, -1.07469, -4.79605], [-3.72737, 0.27502, -5.84317], [-4.15990, 1.60228, -5.80015], [-3.49460, 2.55336, -6.55154], [-2.43039, 2.30203, -7.31912], [-2.00235, 1.04080, -7.32864], [-2.60634, 0.00640, -6.62741], [-4.98995, 1.88264, -5.16644], [-3.82689, 3.58731, -6.52503], [-1.11441, 0.83576, -7.91766], [-2.18880, -0.99085, -6.67309]],
  "total_charge": -1,
  "total_energy_ev": -197107.16339
}